C3H3NO2 | wB97M-V/def2-TZVPD

Structure (ORCA input):
```
! wB97M-V def2-TZVPD RIJCOSX def2/J DEFGRID3
* xyz 0 1
O 1.68 1.72 0.14
N 1.10 0.64 -0.09
O 1.55 -0.37 -0.64
C -0.26 0.54 0.23
C -0.99 -0.89 -0.54
C -0.68 -0.76 0.72
H -0.87 1.48 0.17
H -1.07 -0.90 -1.54
H -0.46 -1.44 1.55
*
```

## Properties
Largest force on an atom   7.0 eV Å⁻¹
SMILES   O=[N+]([O-])C1C=C1
HOMO level   -10.15 eV
Electronic energy   -8737.96687 eV


C6H16NO | wB97M-V/def2-TZVPD

Structure (ORCA input):
```
! wB97M-V def2-TZVPD RIJCOSX def2/J DEFGRID3
* xyz 1 1
C -1.00 1.42 -1.70
C -0.95 0.85 -0.30
C 0.45 0.38 0.18
C 1.23 -0.33 -0.81
C 1.44 -1.66 -0.82
C 2.48 -2.07 -1.74
N -1.48 1.89 0.68
H -0.87 0.72 -2.48
H -1.93 2.03 -1.90
H -0.10 2.03 -2.07
H -1.56 -0.17 -0.29
H 0.28 -0.14 1.19
H 0.98 1.23 0.57
H 1.73 0.23 -1.53
H 0.93 -2.40 -0.14
H 2.88 -3.10 -1.25
H 3.36 -1.42 -1.89
H 2.12 -2.37 -2.67
H -1.10 2.86 0.54
H -1.24 1.47 1.62
H -2.53 2.22 0.61
H -1.07 -1.72 3.65
H -2.36 -0.58 3.66
O -1.37 -0.72 3.60
*
```

## Properties
Largest force on an atom   5.4 eV Å⁻¹
HOMO level   -12.54 eV
Electronic energy   -10010.39006 eV


C46H41GeP2Tl | wB97M-V/def2-TZVPD

Structure (ORCA input):
```
! wB97M-V def2-TZVPD RIJCOSX def2/J DEFGRID3
* xyz -2 1
Tl 0.71 0.61 0.59
C -2.26 0.22 -2.22
C -1.05 -0.72 -2.10
P 0.85 -0.32 -2.23
C 0.87 -0.45 -4.13
C -0.22 -0.27 -4.99
C -0.11 -0.42 -6.37
C 1.10 -0.76 -6.95
C 2.20 -0.95 -6.12
C 2.08 -0.79 -4.75
C 2.19 1.01 -2.39
C 3.40 0.75 -1.74
C 4.42 1.69 -1.72
C 4.25 2.93 -2.33
C 3.06 3.20 -2.99
C 2.05 2.24 -3.02
C -2.78 0.83 -0.92
P -1.86 2.33 -0.39
C -2.50 3.57 -1.60
C -3.63 4.37 -1.43
C -4.03 5.27 -2.41
C -3.31 5.37 -3.59
C -2.18 4.58 -3.78
C -1.78 3.70 -2.79
C -2.76 2.82 1.14
C -2.03 3.49 2.11
C -2.62 3.87 3.31
C -3.95 3.57 3.56
C -4.69 2.88 2.61
C -4.10 2.51 1.41
H -3.09 -0.37 -2.63
H -2.09 1.01 -2.96
H -1.13 -1.49 -2.88
H -1.08 -1.22 -1.13
H -1.18 0.00 -4.58
H -0.99 -0.25 -6.99
H 1.19 -0.87 -8.02
H 3.16 -1.23 -6.54
H 2.95 -0.94 -4.13
H 3.53 -0.20 -1.23
H 5.35 1.46 -1.21
H 5.04 3.67 -2.30
H 2.91 4.16 -3.47
H 1.13 2.46 -3.55
H -2.66 0.13 -0.08
H -3.85 1.06 -1.03
H -4.20 4.30 -0.51
H -4.90 5.88 -2.25
H -3.62 6.07 -4.36
H -1.60 4.66 -4.70
H -0.88 3.11 -2.92
H -0.98 3.69 1.94
H -2.03 4.38 4.06
H -4.41 3.84 4.50
H -5.72 2.61 2.80
H -4.68 1.95 0.68
C -0.62 -0.64 1.80
Ge 0.50 -1.98 2.55
C -0.58 -3.55 3.17
C -0.02 -4.73 3.65
C -0.81 -5.80 4.05
C -2.19 -5.71 3.97
C -2.77 -4.55 3.48
C -1.97 -3.48 3.09
C 1.54 -1.48 4.19
C 1.31 -2.06 5.44
C 2.00 -1.65 6.57
C 2.95 -0.64 6.48
C 3.19 -0.04 5.24
C 2.48 -0.45 4.12
C 1.91 -2.89 1.45
C 3.25 -2.99 1.82
C 4.21 -3.52 0.96
C 3.84 -3.98 -0.30
C 2.50 -3.89 -0.69
C 1.56 -3.35 0.17
H 1.06 -4.82 3.70
H -0.34 -6.71 4.42
H -2.81 -6.55 4.27
H -3.85 -4.47 3.41
H -2.41 -2.56 2.72
H 0.57 -2.85 5.53
H 1.80 -2.11 7.53
H 3.49 -0.31 7.36
H 3.92 0.76 5.16
H 2.66 0.05 3.18
H 3.57 -2.63 2.79
H 5.25 -3.57 1.27
H 4.58 -4.38 -0.98
H 2.21 -4.21 -1.68
H 0.54 -3.24 -0.17
*
```

## Properties
Largest force on an atom   0.8 eV Å⁻¹
HOMO level (alpha / beta)   0.70 / 0.13 eV
Electronic energy   -128148.31840 eV


C4H8O | wB97M-V/def2-TZVPD

Structure (ORCA input):
```
! wB97M-V def2-TZVPD RIJCOSX def2/J DEFGRID3
* xyz 0 1
C -1.21 1.38 1.28
C -0.32 0.94 0.39
C 0.37 -0.40 0.44
C 0.31 -1.11 -0.92
O 0.92 -0.39 -2.00
H -1.51 0.73 2.09
H -1.69 2.34 1.18
H -0.05 1.54 -0.49
H -0.12 -1.07 1.18
H 1.44 -0.31 0.73
H -0.74 -1.24 -1.23
H 0.73 -2.12 -0.86
H 1.86 -0.31 -1.81
*
```

## Properties
Largest force on an atom   1.0 eV Å⁻¹
SMILES   C=CCCO
HOMO level   -9.65 eV
Electronic energy   -6324.20611 eV